A.
Molecular formula: CH4O3S
Method: DFT, ωB97M-V/def2-TZVPD

The geometry in ORCA input format:
```
! wB97M-V def2-TZVPD RIJCOSX def2/J DEFGRID3
* xyz 0 1
C -0.52960 -0.27646 -0.46683
O -1.58885 -0.99842 -0.05321
O -0.60530 1.23110 1.09241
O 0.57470 -0.82390 -0.24446
S 1.96675 -0.05565 -0.78512
H -0.70182 0.48040 -1.30522
H -1.59279 -0.84515 0.94289
H -0.22877 1.98852 0.68185
H 2.70568 -0.70044 0.13769
*
```

Values from the calculation:
LUMO (Ha): -0.0085
Orbital gap (eV): 8.87

B.
Molecular formula: CH4O3S
Method: DFT, ωB97M-V/def2-TZVPD

The geometry in ORCA input format:
```
! wB97M-V def2-TZVPD RIJCOSX def2/J DEFGRID3
* xyz 0 1
C -0.38440 -0.27472 -0.23987
O -1.36961 -0.99979 0.25885
O -0.70797 1.43297 0.08363
O 0.82924 -0.49481 0.31989
S 2.08288 0.62546 -0.02061
H -0.45656 -0.32855 -1.40540
H -1.14731 -1.41350 1.19225
H -1.34772 1.54201 0.88591
H 2.50144 -0.08906 -1.07467
*
```

Values from the calculation:
Structure (SMILES): OC(O)OS
LUMO (Ha): 0.0106
Orbital gap (eV): 9.95

Of them, A has the lowest stability.

A.
Molecular formula: C4H8IN2
Method: DFT, ωB97M-V/def2-TZVPD

The geometry in ORCA input format:
```
! wB97M-V def2-TZVPD RIJCOSX def2/J DEFGRID3
* xyz 1 1
C -0.79022 1.31419 0.86729
C 0.01077 -0.36762 -1.69263
C -1.53638 0.11316 0.33408
C -0.47821 -0.68794 -0.50019
N -0.01118 -2.64882 0.84003
N -0.15277 -1.81408 0.14367
I 3.19873 0.04830 0.24796
H -1.35748 1.88719 1.41899
H 0.06950 0.95352 1.35245
H -0.30631 1.70595 0.00998
H -0.09976 0.54540 -2.15667
H 4.81064 0.35910 0.36231
H 0.75601 -0.99888 -2.08792
H -1.76915 -0.65727 1.19639
H -2.34419 0.24780 -0.33575
*
```

Values from the calculation:
LUMO (Ha): -0.2289
Orbital gap (eV): 7.29

B.
Molecular formula: C4H8IN2
Method: DFT, ωB97M-V/def2-TZVPD

The geometry in ORCA input format:
```
! wB97M-V def2-TZVPD RIJCOSX def2/J DEFGRID3
* xyz 1 1
C 1.28572 0.69478 -0.50879
C -0.58181 1.79283 0.29218
C 0.30665 -0.47991 -0.57307
C -1.15122 0.32004 0.40710
N 0.81893 1.77022 -0.11656
N 0.59096 -1.69266 0.14610
I -3.00129 -0.43846 -0.11204
H 2.30122 0.42130 -0.94527
H -1.26132 2.40499 -0.47886
H -0.55523 2.27270 1.27716
H 0.18019 -0.59013 -1.68918
H -0.87065 -0.22047 1.39340
H 0.64022 -1.59381 1.17806
H 1.53676 -2.27051 -0.04800
H -0.23910 -2.39090 -0.22224
*
```

Values from the calculation:
LUMO (Ha): -0.1547
Orbital gap (eV): 9.12

Of them, A has the lowest stability.

A.
Molecular formula: C2H4FNO3
Method: DFT, ωB97M-V/def2-TZVPD

The geometry in ORCA input format:
```
! wB97M-V def2-TZVPD RIJCOSX def2/J DEFGRID3
* xyz 0 1
C -0.20076 0.03182 -1.09872
C 0.82052 0.43243 -0.04163
N -0.21239 -0.79556 1.87476
O -0.94796 -1.64034 1.38373
O 0.06525 -0.53677 2.98484
O -1.24722 0.95417 -1.31933
F 1.96990 -0.20602 0.07253
H 0.42942 -0.40529 -1.92197
H -0.84321 -0.99186 -0.74993
H 1.03304 1.37790 0.27013
H -0.86658 1.77952 -1.45441
*
```

Values from the calculation:
LUMO (spin up / spin down) (Ha): -0.0088 / -0.0445
Orbital gap (spin up / spin down) (eV): 9.47 / 7.42

B.
Molecular formula: C2H4FNO3
Method: DFT, ωB97M-V/def2-TZVPD

The geometry in ORCA input format:
```
! wB97M-V def2-TZVPD RIJCOSX def2/J DEFGRID3
* xyz 0 1
C 1.35854 0.48212 -0.09653
C 0.04805 -0.34248 -0.13915
N -1.53330 0.47643 -0.04079
O -1.71788 1.48811 -0.62889
O -2.32281 -0.10231 0.66608
O 0.06766 -1.24190 0.90139
F -0.11532 -0.96893 -1.29132
H 1.25245 1.17078 0.77082
H 2.19448 -0.35557 -0.04667
H 1.61253 0.99245 -1.13001
H -0.84441 -1.59870 1.03506
*
```

Values from the calculation:
Structure (SMILES): C[C@](O)(F)[N+](=O)[O-]
LUMO (Ha): 0.0190
Orbital gap (eV): 11.34

Of them, A has the lowest stability.